(1)
{"formula": "C3H2O3", "method": "ωB97M-V with the def2-TZVPD basis set", "symbols": ["C", "C", "C", "O", "O", "O", "H", "H"], "coordinates": [[1.1545, -0.4462, 0.0383], [-0.2376, 0.0171, 0.6592], [-0.9780, 0.3305, -0.5654], [2.0864, -0.8286, 0.6770], [0.9674, -0.3248, -1.2182], [-0.5827, 1.3164, 0.1425], [-0.7076, -0.2508, 1.5980], [-1.7024, 0.1863, -1.3314]], "atomic_forces_ev_per_a": [[-1.42, 0.37, 0.39], [0.50, -1.69, -0.53], [2.53, -1.01, 1.04], [0.65, -0.27, 0.51], [-1.51, 0.65, -0.26], [-0.59, 1.68, -0.70], [0.10, 0.15, 0.01], [-0.26, 0.12, -0.46]], "relative_energy_kcal_mol": 86.3}

---

(2)
{"formula": "C5H6N2", "method": "ωB97M-V with the def2-TZVPD basis set", "symbols": ["C", "C", "C", "C", "C", "H", "H", "H", "H", "H", "H", "N", "N"], "coordinates": [[1.6958, -0.7208, 0.1282], [0.6718, 0.3166, 0.2261], [-1.2421, 1.4856, 0.2396], [-0.7668, 0.1765, -0.1929], [-1.3330, -0.9203, -0.7116], [1.4417, -1.5219, 0.8512], [1.8563, -1.2346, -0.8312], [2.6103, -0.3070, 0.4202], [-2.2117, 1.8868, 0.1048], [-2.4304, -1.0041, -0.9751], [-0.7890, -1.8396, -0.8155], [0.8765, 1.4929, 0.7706], [-0.3795, 2.1900, 0.7855]], "atomic_forces_ev_per_a": [[-0.47, -1.64, 0.11], [-0.89, 1.58, 0.13], [-2.04, -1.06, -1.25], [1.19, -0.49, 0.19], [-1.65, 0.62, 0.20], [0.17, 0.28, -0.26], [-0.46, 0.47, 0.05], [1.49, 0.57, 0.51], [-1.01, 0.11, -0.07], [1.41, 0.39, 0.36], [0.40, -0.16, -0.19], [-0.15, -1.93, -0.66], [2.01, 1.26, 0.87]], "relative_energy_kcal_mol": 48.5}

---

no.,M (g/mol),maximum force (eV/Å),HOMO energy (eV)
1,86.05,2.92,-9.9529
2,94.12,2.62,-9.9291